# 1
The following is a quantum chemistry calculation of a molecular structure, C6H9NO in a non-equilibrium geometry, from OMol25.

Values from the calculation:
LUMO level	0.942	eV
F_max	0.21846	Eh/bohr
highest occupied orbital energy	-8.79	eV
E	-363.7255	Eh
orbital gap	9.728	eV
charge	0

Last column: natural (NBO) charge in e.
Element x y z (Å)
O1 1.836 -1.180 0.306  -0.47
N1 -0.404 1.170 -0.801  -0.58
C1 1.087 1.200 -0.069  -0.09
C2 -0.491 -0.154 -0.129  0.05
C3 0.310 0.485 1.064  -0.41
C4 0.616 -1.072 -0.551  0.03
C5 1.656 -0.196 -0.559  0.03
C6 -1.899 -0.881 0.005  -0.63
H1 -2.444 -0.020 0.850  0.20
H2 0.632 -2.043 -1.248  0.23
H3 0.825 -0.174 1.851  0.23
H4 -1.041 1.686 -0.376  0.34
H5 -1.993 -1.970 0.389  0.25
H6 -0.356 1.211 1.529  0.19
H7 -2.503 -0.484 -1.153  0.23
H8 2.418 0.448 -1.179  0.20
H9 1.749 1.974 0.071  0.21


# 2
The following is a quantum chemistry calculation of a molecular structure, C6H9NO in a non-equilibrium geometry, from OMol25.

Values from the calculation:
LUMO level	0.923	eV
F_max	0.13523	Eh/bohr
highest occupied orbital energy	-8.57	eV
E	-363.7269	Eh
orbital gap	9.498	eV
charge	0

Last column: natural (NBO) charge in e.
Element x y z (Å)
O1 1.276 -0.984 -0.668  -0.52
N1 -0.993 1.167 0.432  -0.62
C1 1.450 0.305 0.881  -0.45
C2 -2.215 -0.722 -0.050  -0.62
C3 -0.298 0.923 -0.684  -0.08
C4 1.201 0.460 -0.690  0.06
C5 0.664 -0.958 0.562  0.11
C6 -0.830 -0.236 0.053  0.04
H1 2.262 0.973 -1.188  0.22
H2 -3.036 0.434 -0.136  0.23
H3 -2.705 -1.642 -0.814  0.21
H4 1.434 1.123 1.492  0.20
H5 -0.534 1.624 -1.652  0.19
H6 -2.752 -1.120 0.788  0.22
H7 0.431 -1.930 0.969  0.22
H8 -0.678 1.722 1.249  0.37
H9 2.480 -0.111 1.175  0.21


# 3
The following is a quantum chemistry calculation of C6H9NO in the gas phase in a non-equilibrium geometry, from OMol25.

Values from the calculation:
LUMO level	0.874	eV
F_max	0.04927	Eh/bohr
highest occupied orbital energy	-8.72	eV
E	-363.9321	Eh
orbital gap	9.590	eV
charge	0

Last column: natural (NBO) charge in e.
Element x y z (Å)
O1 1.852 -0.610 -0.577  -0.71
N1 -0.674 -1.310 0.612  -0.59
C1 -1.095 0.628 -0.756  -0.23
C2 -0.731 1.019 0.716  -0.23
C3 0.207 1.278 -0.401  -0.27
C4 0.064 -0.160 1.137  -0.08
C5 1.212 0.311 0.255  0.08
C6 -1.149 -0.893 -0.732  -0.24
H1 1.959 -0.065 -1.346  0.47
H2 -1.775 1.189 -1.411  0.24
H3 -0.514 -1.282 -1.442  0.19
H4 -1.343 1.650 1.349  0.23
H5 1.940 0.837 0.901  0.17
H6 -2.160 -1.315 -0.878  0.20
H7 0.026 -1.986 0.438  0.35
H8 0.431 2.270 -0.764  0.22
H9 0.294 -0.346 2.170  0.21


# 4
The following is a quantum chemistry calculation of a molecular structure, C6H9NO in a non-equilibrium geometry, from OMol25.

Values from the calculation:
LUMO level	1.041	eV
F_max	0.09115	Eh/bohr
highest occupied orbital energy	-8.66	eV
E	-363.8107	Eh
orbital gap	9.698	eV
charge	0

Last column: natural (NBO) charge in e.
Element x y z (Å)
O1 0.613 0.416 1.088  -0.56
N1 -0.953 1.833 -0.412  -0.89
C1 -0.258 -0.547 0.274  0.18
C2 -1.540 -1.058 0.746  -0.65
C3 1.259 0.706 -0.119  0.01
C4 1.975 -0.633 -0.399  -0.21
C5 -0.124 0.684 -0.878  -0.04
C6 1.006 -1.501 -0.096  -0.20
H1 -0.637 2.025 0.527  0.38
H2 0.800 -2.590 0.247  0.24
H3 -1.420 -2.202 1.355  0.22
H4 1.658 1.810 -0.056  0.21
H5 -2.223 -1.236 -0.177  0.25
H6 -1.128 2.727 -1.015  0.39
H7 2.917 -0.742 -0.810  0.22
H8 -1.968 -0.198 1.744  0.26
H9 0.022 0.508 -2.019  0.21